A gas-phase ion, C8H11N2S (charge +1) at a distorted geometry. Source: OMol25; level of theory: ωB97M-V with the def2-TZVPD basis set.

ΔE to the lowest compared entry with this formula, charge and spin	57.0	kcal/mol
gap between HOMO and LUMO	8.07	eV
highest occupied orbital energy	-13.4	eV

Structure (ORCA input):
```
! wB97M-V def2-TZVPD RIJCOSX def2/J DEFGRID3
* xyz 1 1
S 2.727 -2.427 1.311
N -0.100 0.752 0.491
N 3.162 -1.051 -0.830
C -0.599 -0.363 1.362
C 1.369 -1.710 0.527
C -1.203 1.515 -0.064
C 1.037 -0.280 -1.478
C 1.767 -1.105 -0.666
C 3.787 -1.755 -0.052
C 0.618 0.365 -2.487
C -0.013 -1.777 0.998
H 0.364 1.394 1.057
H 0.032 1.374 -2.334
H -0.151 -2.463 1.849
H 0.434 -0.195 -3.396
H -0.415 -0.166 2.347
H -2.047 2.012 0.504
H -0.690 2.405 -0.437
H -1.572 0.861 -0.944
H 4.921 -1.805 0.072
H -0.624 -2.032 0.232
H -1.749 -0.467 1.226
*
```

Here are the natural (NBO) charges for atoms 1 to 8, given in e: 0.450 -0.574 -0.361 -0.197 0.008 -0.446 0.393 -0.132

2 unconnected molecules or ions with the total composition C2H6O5Si at a distorted geometry. Source: OMol25; level of theory: ωB97M-V with the def2-TZVPD basis set.

ΔE to the lowest compared entry with this formula, charge and spin	7.1	kcal/mol
gap between HOMO and LUMO	10.99	eV
highest occupied orbital energy	-10.9	eV

Structure (ORCA input):
```
! wB97M-V def2-TZVPD RIJCOSX def2/J DEFGRID3
* xyz 0 1
Si 2.550 -0.344 -0.061
O -0.583 0.565 0.594
O 4.104 -0.130 -0.565
O 1.939 1.138 -0.203
O -1.386 -1.525 0.406
O 2.013 -1.650 0.319
C -2.754 0.301 -0.189
C -1.481 -0.195 0.300
H 1.049 1.388 -0.015
H -3.164 0.879 0.688
H 4.249 0.817 -0.643
H -2.583 0.996 -1.030
H -3.428 -0.445 -0.559
H -0.525 -1.796 0.959
*
```

Here are the natural (NBO) charges for atoms 1 to 8, given in e: 2.376 -0.669 -1.074 -1.121 -0.677 -1.232 -0.728 0.812

The highest ΔE to the lowest compared entry with this formula, charge and spin belongs to which entry? C8H11N2S

Repeat the first record exactly.
A gas-phase ion, C8H11N2S (charge +1) at a distorted geometry. Source: OMol25; level of theory: ωB97M-V with the def2-TZVPD basis set.

ΔE to the lowest compared entry with this formula, charge and spin	57.0	kcal/mol
gap between HOMO and LUMO	8.07	eV
highest occupied orbital energy	-13.4	eV

Structure (ORCA input):
```
! wB97M-V def2-TZVPD RIJCOSX def2/J DEFGRID3
* xyz 1 1
S 2.727 -2.427 1.311
N -0.100 0.752 0.491
N 3.162 -1.051 -0.830
C -0.599 -0.363 1.362
C 1.369 -1.710 0.527
C -1.203 1.515 -0.064
C 1.037 -0.280 -1.478
C 1.767 -1.105 -0.666
C 3.787 -1.755 -0.052
C 0.618 0.365 -2.487
C -0.013 -1.777 0.998
H 0.364 1.394 1.057
H 0.032 1.374 -2.334
H -0.151 -2.463 1.849
H 0.434 -0.195 -3.396
H -0.415 -0.166 2.347
H -2.047 2.012 0.504
H -0.690 2.405 -0.437
H -1.572 0.861 -0.944
H 4.921 -1.805 0.072
H -0.624 -2.032 0.232
H -1.749 -0.467 1.226
*
```

Here are the natural (NBO) charges for atoms 1 to 8, given in e: 0.450 -0.574 -0.361 -0.197 0.008 -0.446 0.393 -0.132